A cluster of 12 separate species, C64H150N8O8S3 in total, computed with the ωB97M-V functional and the def2-TZVPD basis.

```
233
Properties=species:S:1:pos:R:3
O 6.4460 2.0164 -1.2730
C 6.2487 1.6863 -2.4510
O 5.3040 0.7240 -2.8251
C 5.3529 0.5342 -4.2926
C 6.6301 1.1569 -4.7220
C 6.8926 2.2113 -3.6990
H 4.4439 1.0023 -4.6385
H 5.2294 -0.5367 -4.4720
H 6.5592 1.4721 -5.7621
H 7.4108 0.4060 -4.6320
H 6.4544 3.1568 -3.9526
H 7.9529 2.3962 -3.6181
C -0.8745 -5.7139 2.9047
C -1.0677 -5.4714 1.3595
C -2.4948 -5.8876 1.0231
S -2.8150 -7.3375 2.0677
O -2.5174 -8.5370 1.3075
O -4.0824 -7.0262 2.7345
C -1.3684 -7.0928 3.2159
H -1.4611 -4.9335 3.3897
H 0.1757 -5.5700 3.1923
H -0.4299 -6.1880 0.7956
H -0.7817 -4.4669 1.0777
H -2.6058 -6.1680 -0.0261
H -3.2952 -5.1578 1.2290
H -0.6585 -7.9314 3.1228
H -1.8667 -7.1288 4.1847
C 1.8467 -3.4130 -4.3913
C 0.7661 -2.5691 -3.6355
C -0.4530 -2.6883 -4.5150
S 0.0286 -2.7559 -6.2386
O -0.1073 -1.5019 -6.9621
O -0.6151 -3.9461 -6.7525
C 1.8865 -3.0246 -5.8545
H 1.5763 -4.4727 -4.3259
H 2.8863 -3.3058 -3.9870
H 1.0806 -1.5197 -3.5729
H 0.6327 -2.9873 -2.6537
H -1.0657 -1.7866 -4.3896
H -1.0407 -3.5736 -4.2348
H 2.3458 -2.0881 -6.0953
H 2.3081 -3.7962 -6.4859
C 3.3429 4.4945 -0.0980
C 3.4415 4.3855 1.4142
C 2.1110 4.8201 1.9913
S 1.6282 6.1719 0.8532
O 1.7593 7.4753 1.5065
O 0.3500 5.8288 0.2403
C 2.9337 5.9189 -0.4077
H 2.5847 3.8099 -0.4426
H 4.2841 4.2142 -0.5530
H 4.1747 5.0987 1.8245
H 3.6433 3.4016 1.8128
H 2.2621 5.2695 2.9743
H 1.2331 4.1641 2.0283
H 3.7636 6.6153 -0.2908
H 2.4710 6.0595 -1.3865
C 5.6950 -1.5926 5.1175
C 6.2507 -0.2730 4.4994
N 5.4133 0.4749 3.5823
C 4.3747 1.3410 4.1969
C 4.8302 2.2992 5.3287
C 4.8554 -0.2092 2.4786
C 5.9171 -0.8969 1.5927
H 4.8109 -1.4196 5.7452
H 6.4422 -2.1429 5.6928
H 5.4008 -2.2056 4.2509
H 6.5687 0.4711 5.2446
H 7.1414 -0.5160 3.9163
H 3.9652 1.9047 3.3649
H 3.4969 0.7335 4.5048
H 4.1389 3.1781 5.3705
H 4.8119 1.8185 6.3166
H 5.8369 2.7063 5.1242
H 4.2523 0.5008 1.9085
H 4.1101 -1.0135 2.7955
H 5.4656 -1.0858 0.6162
H 6.2718 -1.8372 2.0459
H 6.7428 -0.2143 1.4402
C -5.2690 5.7049 -4.8040
C -4.8031 4.3203 -4.3957
N -5.8494 3.4174 -3.8809
C -6.7814 2.9852 -4.8932
C -6.2386 2.1868 -6.1531
C -5.1516 2.2289 -3.3189
C -6.1412 1.3510 -2.5868
H -5.8247 5.7702 -5.7369
H -4.3389 6.2938 -4.8929
H -5.8628 6.2274 -4.0486
H -4.2634 3.8370 -5.2526
H -4.0688 4.4673 -3.5895
H -7.4986 2.3219 -4.4025
H -7.3666 3.8171 -5.3080
H -7.0719 1.9317 -6.8230
H -5.5309 2.7768 -6.7387
H -5.7430 1.2753 -5.8149
H -4.3946 2.5928 -2.6263
H -4.6246 1.5575 -4.0082
H -6.8713 0.8968 -3.3046
H -6.6805 1.8839 -1.7945
H -5.6292 0.5085 -2.1147
C 1.8502 3.5183 -3.3431
C 1.2710 3.6197 -4.7172
N 0.6401 2.3579 -5.2125
C 1.5578 1.2040 -5.4144
C 2.5398 1.4952 -6.5407
C -0.4561 1.9189 -4.3424
C -1.4449 2.9465 -3.9776
H 2.3388 4.4925 -3.1625
H 2.6582 2.7640 -3.2277
H 1.2084 3.3701 -2.4523
H 0.5177 4.4111 -4.7740
H 2.0667 3.8320 -5.4212
H 2.0646 0.9105 -4.4933
H 1.0006 0.3565 -5.7896
H 1.9987 1.7352 -7.4570
H 3.2114 2.3273 -6.3949
H 3.1570 0.5931 -6.7107
H -0.1277 1.3575 -3.4321
H -0.9961 1.1375 -4.9079
H -1.8082 3.3818 -4.8987
H -1.0472 3.7751 -3.3736
H -2.2842 2.4768 -3.4947
C 0.0408 -1.4145 2.1682
C -0.2052 -0.0999 1.5223
N 0.4151 0.1118 0.2167
C 1.8446 0.2308 0.3488
C 2.5994 0.0076 -0.9548
C -0.1333 1.3529 -0.4051
C -1.5664 1.2364 -0.8895
H 1.0235 -1.5791 2.6098
H -0.1564 -2.2265 1.4822
H -0.6822 -1.6107 2.9663
H -1.2527 0.0360 1.3586
H 0.0870 0.7075 2.2130
H 2.2076 -0.5252 1.0696
H 2.1202 1.2119 0.8214
H 2.1853 0.5762 -1.7951
H 2.5432 -1.0674 -1.1158
H 3.6446 0.2931 -0.9707
H -0.1448 2.2438 0.2568
H 0.5477 1.5948 -1.2074
H -1.6368 0.5106 -1.7047
H -2.2107 0.9401 -0.0626
H -1.9954 2.1973 -1.1828
C -4.0028 5.3713 -0.3898
C -4.4915 5.1851 1.0713
N -4.5350 3.7985 1.5496
C -5.4507 2.9264 0.7999
C -5.9996 1.8601 1.7507
C -3.2056 3.2560 1.8448
C -2.5670 3.7212 3.1384
H -3.0453 4.8689 -0.5795
H -3.9401 6.4452 -0.6393
H -4.7350 4.9708 -1.1324
H -3.8081 5.6602 1.7494
H -5.5109 5.6289 1.1477
H -6.2553 3.5233 0.3548
H -4.9037 2.4474 -0.0444
H -6.6385 2.2417 2.5346
H -6.5680 1.1289 1.1842
H -5.1316 1.2783 2.1558
H -2.5646 3.4509 0.9845
H -3.3521 2.1782 1.8679
H -1.6305 3.2353 3.4287
H -3.2633 3.4614 3.9490
H -2.4061 4.8025 3.2076
C 3.0561 -4.3983 3.8614
C 4.0803 -4.8509 2.7733
N 3.5836 -5.5477 1.6202
C 2.6231 -4.8406 0.8300
C 3.2427 -3.5127 0.3053
C 3.0260 -6.8429 1.9708
C 3.0830 -7.8114 0.7894
H 2.3419 -3.7350 3.3592
H 3.4904 -3.8782 4.7068
H 2.5154 -5.2826 4.2145
H 4.6296 -3.9876 2.4257
H 4.7966 -5.4250 3.3305
H 2.4225 -5.4855 -0.0184
H 1.6714 -4.6011 1.3322
H 3.1406 -2.7228 1.0649
H 4.3018 -3.6667 0.1359
H 2.7461 -3.1842 -0.6111
H 1.9187 -6.8625 2.2083
H 3.6051 -7.1474 2.8247
H 4.0940 -7.8772 0.3994
H 2.4812 -7.4344 -0.0539
H 2.6654 -8.7838 1.0870
C -5.4910 -4.7427 -1.2252
C -5.0370 -3.2846 -1.3721
N -4.2806 -2.8769 -0.1596
C -5.1409 -2.4033 0.9202
C -4.4321 -2.3678 2.2641
C -3.2608 -1.8757 -0.5645
C -1.9693 -2.5383 -0.9187
H -6.0777 -4.8014 -0.3147
H -4.6657 -5.4206 -1.1198
H -6.1087 -4.9989 -2.0778
H -4.3393 -3.2630 -2.2340
H -5.8370 -2.6123 -1.6652
H -5.6016 -1.4057 0.7509
H -5.9302 -3.1352 1.0762
H -3.9457 -3.3178 2.5102
H -3.7097 -1.5382 2.2811
H -5.1614 -2.1802 3.0749
H -3.0903 -1.2124 0.2789
H -3.6147 -1.1844 -1.3575
H -1.5903 -3.1043 -0.0661
H -1.1516 -1.8567 -1.1845
H -2.0968 -3.2451 -1.7385
C -2.4890 0.5883 4.5940
C -1.5693 1.0278 5.6834
N -0.2065 0.6165 5.4036
C 0.7950 1.5505 5.9320
C 0.8081 2.8513 5.1224
C 0.0060 -0.7531 5.8734
C 1.3917 -1.2947 5.5426
H -2.1824 0.9095 3.5901
H -3.5171 0.9194 4.8016
H -2.5637 -0.4990 4.5724
H -1.6156 2.1263 5.7071
H -1.9760 0.6019 6.6632
H 1.7447 1.0572 5.8242
H 0.6393 1.6972 7.0264
H 1.6298 3.5374 5.4024
H -0.0820 3.4476 5.3255
H 0.9433 2.6924 4.0415
H -0.1067 -0.7783 6.9940
H -0.7925 -1.3416 5.4099
H 2.1277 -0.8442 6.2078
H 1.4911 -2.3945 5.5905
H 1.7253 -0.9113 4.5791
```

## Properties
SMILES: O=S1(=O)CCCC1.O=S1(=O)CCCC1.O=S1(=O)CCCC1.CCN(CC)CC.CCN(CC)CC.CCN(CC)CC.CCN(CC)CC.CCN(CC)CC.CCN(CC)CC.CCN(CC)CC.CCN(CC)CC.O=C1CCCO1
Orbital gap in eV: 8.178
E in a.u.: -4762.84120
Multiplicity: 1
HOMO energy in hartree: -0.2934

Löwdin atomic charge list, values in e, 6 entries: 0.0774, -0.4048, -0.0199, -0.1366, -0.1650, -0.0871

***

A structure of composition C64H154Br12N10O20, computed with the ωB97M-V functional and the def2-TZVPD basis.

```
260
Properties=species:S:1:pos:R:3
C 25.1871 -1.0028 27.4247
O 24.1401 -1.9293 27.1535
C 23.2598 -1.4910 26.1574
C 22.1504 -2.4586 25.9952
N 21.2830 -2.0903 24.8589
C 19.9370 -2.4648 25.0541
C 19.0783 -1.9143 23.8956
O 19.5816 -2.4174 22.6862
C 19.0929 -1.6747 21.5591
H 25.7904 -0.7624 26.5250
H 25.7996 -1.3198 28.3646
H 24.7100 -0.1099 27.8181
H 23.7934 -1.2883 25.2236
H 22.9455 -0.5516 26.5148
H 21.6545 -2.4076 26.9509
H 22.4590 -3.4953 25.9523
H 21.6580 -2.4571 23.9695
H 19.5410 -2.0034 25.9850
H 19.9130 -3.5234 25.1527
H 19.2112 -0.7924 23.8584
H 18.0695 -2.1398 24.0483
H 19.6345 -2.1035 20.6876
H 19.3163 -0.5934 21.6625
H 18.0534 -1.8816 21.3729
C 20.1425 14.6363 22.1881
O 20.4900 13.4408 21.4453
C 20.0829 12.2777 22.1179
C 20.8963 11.1035 21.5611
N 20.2817 9.7779 21.7164
C 21.1848 8.6715 21.5760
C 20.5602 7.5084 22.3426
O 19.3714 7.1738 21.6071
C 18.5816 6.2316 22.2139
H 19.0863 14.5048 22.3522
H 20.3574 15.4024 21.4920
H 20.6524 14.6337 23.1083
H 19.0602 12.0256 21.8067
H 20.0964 12.4152 23.2119
H 21.9253 11.0768 21.9972
H 21.1183 11.3480 20.4934
H 19.5019 9.7208 21.0647
H 22.1231 8.8162 22.0402
H 21.3774 8.3081 20.5359
H 20.2070 7.8355 23.3115
H 21.2510 6.7002 22.4379
H 19.1684 5.3716 22.4754
H 17.7607 5.9238 21.4449
H 17.9995 6.5100 23.1125
C 24.3804 5.3904 21.6058
O 23.6821 4.1724 21.8959
C 23.9495 3.6078 23.1294
C 23.1018 2.3498 23.3110
N 23.2583 1.3201 22.2715
C 22.7372 0.0468 22.6419
C 22.6796 -0.7563 21.3227
O 21.8745 -0.0764 20.3675
C 21.9070 -0.6149 19.0829
H 25.4703 5.3091 21.9157
H 23.8558 6.2351 22.1421
H 24.2890 5.5146 20.5255
H 23.7354 4.3313 23.9292
H 25.0671 3.4541 23.1435
H 21.9867 2.7476 23.4139
H 23.2473 1.9871 24.3251
H 22.8141 1.5871 21.4027
H 21.7190 0.0787 23.0591
H 23.4182 -0.4137 23.3676
H 22.1881 -1.7492 21.4529
H 23.6673 -0.8857 20.8846
H 22.9419 -0.6950 18.7801
H 21.3923 0.1519 18.4917
H 21.3576 -1.5783 19.0351
C 16.8668 6.8226 30.0026
O 16.8335 7.0942 28.6389
C 15.6895 7.7542 28.1019
C 15.9122 8.0100 26.6409
N 16.9914 8.9692 26.4473
C 17.3134 9.2703 25.0249
C 18.5375 10.0868 24.9821
O 19.6140 9.2419 25.3479
C 20.8582 9.8345 25.4699
H 17.7820 6.3282 30.3153
H 16.0822 6.1373 30.3128
H 16.6981 7.7652 30.4299
H 15.5694 8.7707 28.6066
H 14.7727 7.1278 28.1919
H 14.9846 8.3715 26.2272
H 15.9520 7.0045 26.0775
H 17.8436 8.7859 26.9248
H 16.5310 9.7973 24.6267
H 17.5308 8.3674 24.4572
H 18.4677 10.9005 25.7755
H 18.7344 10.5322 23.9663
H 20.7848 10.5165 26.2973
H 21.0020 10.4309 24.5965
H 21.6763 9.0607 25.5956
C 20.3818 1.6440 25.2668
O 19.5644 0.7065 25.8566
C 18.3987 1.2408 26.4491
C 17.7244 0.0672 27.1438
N 16.5188 0.6186 27.7567
C 15.8895 -0.1339 28.9030
C 14.7541 0.6945 29.4584
O 13.6711 0.6572 28.5912
C 12.5997 1.5205 28.9581
H 21.1233 1.0501 24.6825
H 20.9318 2.1883 26.0362
H 19.8857 2.2845 24.5384
H 17.7806 1.6168 25.6147
H 18.6665 2.1171 27.0765
H 18.4659 -0.3311 27.8680
H 17.5477 -0.7452 26.4143
H 15.8312 0.8671 27.0946
H 16.6632 -0.2742 29.6564
H 15.6381 -1.0933 28.5034
H 15.1030 1.7417 29.6529
H 14.3995 0.3534 30.4188
H 11.9214 1.6652 28.0635
H 12.9509 2.4802 29.4614
H 11.9924 1.0353 29.6574
C 21.0181 8.1312 30.3806
O 20.8331 7.1208 31.3576
C 22.0775 6.3695 31.5718
C 21.8344 5.3709 32.7510
N 23.0109 4.5145 32.7546
C 22.8148 3.1833 32.1405
C 24.0312 2.3040 32.3241
O 23.7622 0.9602 32.0223
C 24.9294 0.1710 32.0988
H 21.6142 7.8056 29.5511
H 21.5385 9.0287 30.7555
H 20.0379 8.4088 30.1289
H 22.7483 7.0567 31.9775
H 22.4019 5.8546 30.6543
H 20.9384 4.8096 32.6281
H 21.7145 5.9488 33.6529
H 23.5973 4.4558 33.6348
H 22.7224 3.3721 31.0532
H 21.9027 2.6708 32.4844
H 24.2941 2.3534 33.3888
H 24.8890 2.6880 31.7257
H 24.7728 -0.7746 31.6687
H 25.3225 0.1691 33.1420
H 25.6763 0.6582 31.5292
C 27.7326 4.0139 27.1545
O 27.5730 2.6111 27.3052
C 27.5028 2.1113 28.6280
C 28.8742 2.0119 29.3876
N 29.3657 3.2875 30.0083
C 30.0369 2.9442 31.2221
C 31.3179 2.0811 31.1140
O 32.2608 2.9061 30.4336
C 33.2330 2.2022 29.6864
H 27.2567 4.3735 26.1885
H 28.7894 4.3375 27.0663
H 27.4119 4.5812 28.0145
H 27.0289 1.1058 28.5704
H 26.9500 2.7999 29.2734
H 29.5632 1.5285 28.6552
H 28.7004 1.2598 30.1682
H 29.9230 3.7862 29.2772
H 29.2822 2.5984 31.9103
H 30.4347 3.9288 31.6003
H 31.2117 1.0738 30.5470
H 31.7991 1.9059 32.1076
H 33.5005 1.2850 30.1915
H 34.1042 2.8674 29.6330
H 32.7207 1.8533 28.7608
C 19.6307 3.9691 29.9752
O 19.1498 3.3280 31.0765
C 18.7266 2.0491 30.6606
C 18.3506 1.2386 31.8476
N 19.4961 0.9648 32.6775
C 19.1099 0.1055 33.8351
C 20.4203 -0.0302 34.6247
O 21.0334 1.2290 35.0658
C 22.0385 0.9001 35.9820
H 20.4449 3.3641 29.5005
H 20.1487 4.9209 30.2605
H 18.8855 4.1694 29.2312
H 19.5335 1.4457 30.1875
H 17.8356 2.1143 30.0508
H 17.9923 0.2801 31.4463
H 17.5408 1.6513 32.4410
H 19.8782 1.8762 33.0649
H 18.7714 -0.8971 33.5226
H 18.3349 0.7088 34.2962
H 21.2139 -0.4687 34.0145
H 20.3015 -0.6114 35.5343
H 22.4100 1.8125 36.3955
H 22.7757 0.2365 35.4995
H 21.7093 0.3822 36.8820
C 14.9499 3.0462 21.4055
O 16.0177 3.5245 22.3071
C 16.7063 2.4655 23.0549
C 17.8422 1.7786 22.3368
N 18.8262 2.8439 22.0156
C 19.8731 2.3391 21.1713
C 20.4688 3.4899 20.3993
O 19.5131 3.8054 19.3433
C 19.9388 5.0608 18.7073
H 15.3760 2.3062 20.7512
H 14.5011 3.7904 20.7982
H 14.1035 2.5804 22.0027
H 15.9210 1.7924 23.3726
H 17.0381 3.0041 23.9135
H 17.5507 1.2669 21.3844
H 18.1703 0.9892 22.9979
H 18.2533 3.4516 21.4643
H 19.6124 1.5760 20.4693
H 20.6525 1.8572 21.7800
H 21.4697 3.2865 20.0303
H 20.7017 4.3450 21.0875
H 20.0443 5.8737 19.4461
H 19.1462 5.2788 17.9719
H 20.8394 4.9715 18.1741
C 18.8579 5.1113 26.2532
O 20.2120 5.0135 26.7119
C 20.8198 6.2237 26.9204
C 22.1475 5.8867 27.5969
N 22.8926 4.8867 26.9088
C 23.9114 4.1866 27.6740
C 24.2523 2.7830 27.1046
O 23.0755 1.9581 26.9297
C 22.4960 1.6578 28.1749
H 18.7696 6.0043 25.6249
H 18.1545 5.2795 27.0990
H 18.5556 4.2166 25.6373
H 20.2484 6.9087 27.6174
H 20.9803 6.7070 25.9332
H 21.9842 5.5166 28.6617
H 22.7120 6.8558 27.6596
H 22.2231 4.2529 26.5064
H 23.5917 4.1369 28.7101
H 24.9103 4.8017 27.6595
H 24.9263 2.2472 27.7209
H 24.6407 2.8703 26.0431
H 21.7800 0.8984 27.9181
H 22.0183 2.4963 28.7324
H 23.3167 1.2158 28.7635
C 26.3402 0.3519 22.5498
Br 25.9291 -1.4830 22.9928
Br 27.0684 0.3864 20.7849
Br 27.1796 1.3850 23.9292
H 25.3258 0.7115 22.4706
C 13.1686 3.7622 25.1018
Br 14.9786 3.5388 25.8726
Br 12.1818 5.1828 26.0652
Br 12.1404 2.1551 24.8610
H 13.2316 4.2236 24.1018
C 26.1496 8.0008 24.8590
Br 24.8326 6.5888 25.3219
Br 26.4118 9.4838 26.2097
Br 25.6961 8.8434 23.0785
H 27.1114 7.5786 24.7965
C 20.9600 -2.0272 31.4751
Br 19.1252 -2.5656 30.9918
Br 22.1209 -1.9219 29.8739
Br 21.6778 -3.1906 32.8265
H 20.8459 -1.0085 31.8875
```

## Properties
Orbital gap in eV: 7.897
E in a.u.: -35470.75401
Multiplicity: 1
HOMO energy in hartree: -0.3076

Löwdin atomic charge list, values in e, 6 entries: -0.0945, -0.2208, -0.2471, -0.1770, -0.0450, -0.2139

***

Among the records above, which one has the highest HOMO energy? C64H150N8O8S3